The following is a DFT calculation (ωB97M-V/def2-TZVPD) of the ion C3H6NO2 with charge -1 at a distorted geometry.

Structure (XYZ):
```
12
Properties=species:S:1:pos:R:3:forces:R:3:lowdin_charge:R:1
C -1.41851 -0.60802 -0.91600 0.6 -0.7 0.8 -0.4130
N -0.53476 0.42073 -0.91825 -0.7 0.5 -0.1 -0.0049
C 0.23763 0.69541 0.35172 -0.2 -0.4 -0.1 -0.1950
C 1.38783 -0.35290 0.68432 -0.7 2.3 0.8 -0.5385
O 1.85541 -0.04981 1.91616 0.1 -0.5 -0.5 -0.3850
O -2.51200 -0.64629 -1.45398 0.1 0.1 -0.3 -0.0307
H -1.01815 -1.45764 -0.32037 -0.3 0.1 -0.2 0.1206
H -1.04468 1.21435 -1.29415 0.4 0.3 -0.1 0.1109
H -0.48331 0.54597 1.16384 0.3 0.5 0.2 0.0905
H 0.57369 1.76738 0.33156 -0.1 -1.2 0.0 0.1101
H 2.11542 -0.21678 -0.14243 0.2 -0.5 -0.2 0.0749
H 0.84141 -1.31238 0.59757 0.4 -0.5 -0.2 0.0601
```
Forces are in eV/Å.

## Properties
**2S+1**: 1
**Frontier orbital gap**: 6.63 eV
**Energy relative to the best compared isomer or geometry (same formula, charge and spin)**: 51.73 kcal per mole
**Charge**: -1
**SMILES string**: O=CNCC[O-]

The following is a DFT calculation (ωB97M-V/def2-TZVPD) of a structure of composition C3H6NO2.

Structure (XYZ):
```
12
Properties=species:S:1:pos:R:3:forces:R:3:lowdin_charge:R:1
O 0.79458 -1.41070 0.98037 -0.1 -0.4 0.3 -0.0618
C 0.70063 -0.39446 0.28924 -0.1 0.0 -1.0 -0.6625
N -0.42641 0.23340 -0.03985 -0.2 0.5 0.5 0.0537
C -2.24757 -0.04193 0.31144 0.2 0.5 0.5 -0.4062
O -2.93619 1.01064 0.28251 0.2 0.2 -0.3 -0.2313
C 1.97657 0.07876 -0.44490 -0.2 0.2 0.9 -0.0565
H -0.30537 1.18987 -0.34955 0.0 -0.1 -0.4 0.0637
H -2.30728 -0.72957 -0.53796 -0.2 -0.5 0.1 0.0654
H -2.06532 -0.47324 1.30614 0.0 -0.6 -0.2 0.0702
H 1.93089 -0.24870 -1.47917 0.0 0.1 -0.1 0.0578
H 2.82666 -0.38037 0.05814 0.1 0.0 -0.1 0.0541
H 2.05881 1.16630 -0.37643 0.1 0.0 -0.3 0.0535
```
Forces are in eV/Å.

## Properties
**2S+1**: 1
**Frontier orbital gap**: 7.87 eV
**Energy relative to the best compared isomer or geometry (same formula, charge and spin)**: 38.14 kcal per mole
**Charge**: -1

The following is a DFT calculation (ωB97M-V/def2-TZVPD) of a cluster of 2 separate species, C3H6NO2S in total at a distorted geometry.

Structure (XYZ):
```
13
Properties=species:S:1:pos:R:3:forces:R:3:lowdin_charge:R:1
C 0.27427 1.43673 -0.31895 -0.7 1.5 2.0 -0.7165
C 1.60327 -0.56982 -0.31341 -2.6 0.0 0.3 -0.1080
C -1.39721 -0.97528 0.48680 0.3 -0.2 1.2 -0.6414
N 0.36374 0.19640 0.13553 1.1 -2.8 -0.7 -0.0460
O -0.88596 2.07538 0.14194 0.2 -0.8 -0.8 -0.0238
O 1.12688 2.14766 -0.82255 0.4 0.0 -0.8 -0.0073
S -2.71723 -0.41505 -0.35510 -0.7 0.6 -0.2 0.4196
H 2.08219 -1.00274 0.51886 0.3 -0.7 1.6 0.0241
H 1.23488 -1.46336 -0.88924 0.8 1.1 -0.3 0.0739
H 2.39996 0.06829 -0.66596 -0.3 0.2 -1.2 0.0548
H -1.30611 -2.04537 0.27333 1.4 0.3 -0.3 -0.0100
H -1.23666 -0.80256 1.57180 -0.1 0.3 -0.9 0.0291
H -1.54202 1.34972 0.23697 -0.1 0.5 0.0 -0.0484
```
Forces are in eV/Å.

## Properties
**2S+1**: 1
**Frontier orbital gap**: 7.82 eV
**Energy relative to the best compared isomer or geometry (same formula, charge and spin)**: 47.65 kcal per mole
**Charge**: -1

The following is a DFT calculation (ωB97M-V/def2-TZVPD) of a structure of composition C3H6NO2S at a distorted geometry.

Structure (XYZ):
```
13
Properties=species:S:1:pos:R:3:forces:R:3:lowdin_charge:R:1
C -2.38693 0.84026 -0.00291 -0.1 -0.3 -0.8 -0.1079
C -1.18533 0.31421 -0.10397 2.9 4.2 -1.9 -0.1877
C 0.39936 1.08319 -0.99285 -3.4 -2.6 2.2 -0.2395
N 0.94449 -1.39456 0.72418 -0.4 2.5 0.1 -0.1396
O 2.51995 -0.43093 -1.00287 0.0 0.2 0.2 -0.4519
O 2.19831 0.90822 1.03481 -1.1 -0.4 -0.2 -0.4202
S 1.56823 0.15266 -0.05005 1.5 -1.0 -1.5 0.4799
H -3.11750 0.05647 0.11094 -0.9 0.2 0.5 0.0192
H -2.69927 1.84752 -0.30996 0.3 -0.5 0.3 0.0400
H -0.90212 -0.65811 0.08137 -0.2 -2.1 0.5 -0.0231
H 0.10760 0.33246 -1.79215 0.9 0.6 0.4 -0.0138
H 0.85712 -0.98870 1.66738 0.2 -1.1 -0.1 0.0286
H 1.69608 -2.06268 0.63609 0.4 0.2 0.2 0.0159
```
Forces are in eV/Å.

## Properties
**2S+1**: 1
**Frontier orbital gap**: 8.02 eV
**Energy relative to the best compared isomer or geometry (same formula, charge and spin)**: 123.35 kcal per mole
**Charge**: -1